Record 1
Molecular formula: C6H9AlClOP
Method: DFT, ωB97M-V with the def2-TZVPD basis set

Last column: natural (NBO) charge in e.
Element x y z (Å)
C -0.51 -2.87 -2.18  -0.107
C -0.57 -2.46 -1.06  -0.061
C -0.77 -1.83 0.23  -0.443
C -0.18 -0.36 0.08  -0.340
C 0.50 -0.08 1.45  -0.523
C 0.62 1.37 1.72  -0.073
P 0.80 2.74 0.56  1.243
O -0.66 2.98 -0.09  -0.912
Cl 2.01 2.11 -1.08  -0.369
H -0.51 -3.11 -3.22  0.260
H -1.82 -1.77 0.51  0.267
H -0.17 -2.36 0.95  0.247
H 0.55 -0.40 -0.72  0.241
H -1.03 0.29 -0.14  0.236
H -0.12 -0.51 2.24  0.266
H 1.44 -0.64 1.49  0.310
H -0.28 1.66 2.28  0.240
H -1.31 3.01 0.63  0.533
Al 2.02 2.25 -3.65  0.983

Output
Highest occupied orbital energy = -16.226 eV
Total energy = -1352.419861 a.u.
Total charge = +2
Multiplicity = 1
Kohn-Sham gap = 4.847 eV
LUMO level = -0.418 hartree

=====

Record 2
Molecular formula: C23H41Br2FNSi
Method: DFT, ωB97M-V with the def2-TZVPD basis set

Last column: natural (NBO) charge in e.
Element x y z (Å)
C -3.25 2.35 -1.81  -1.115
Si -2.24 0.97 -1.02  1.649
C -2.96 0.58 0.67  -1.124
C -0.44 1.52 -0.84  -0.885
C 0.14 2.42 -1.94  -0.393
C 0.94 1.66 -3.01  -0.395
C 2.41 1.37 -2.55  -0.402
C 2.82 -0.13 -2.46  -0.400
C 2.77 -0.67 -1.01  -0.401
C 2.46 -2.16 -0.91  -0.399
C 2.82 -2.78 0.45  -0.408
C 1.68 -2.81 1.50  -0.227
C 0.65 -1.66 1.45  -0.425
C 0.89 -0.52 2.47  -0.479
C 2.30 -0.31 2.92  0.366
F 3.08 0.32 1.99  -0.327
N 3.02 -1.61 3.24  -0.535
C 2.26 -2.87 2.90  -0.217
C -2.35 -0.50 -2.20  -0.487
C -1.24 -1.25 -2.55  -0.214
C -1.31 -2.33 -3.43  -0.209
C -2.53 -2.67 -3.99  -0.204
C -3.66 -1.94 -3.64  -0.225
C -3.58 -0.87 -2.76  -0.135
H -3.08 3.31 -1.32  0.243
H -4.30 2.08 -1.79  0.241
H -2.96 2.42 -2.86  0.242
H -3.13 -0.49 0.85  0.239
H -3.90 1.11 0.80  0.247
H -2.26 0.94 1.43  0.232
H -0.42 2.07 0.11  0.227
H 0.23 0.66 -0.69  0.210
H -0.63 3.03 -2.41  0.211
H 0.83 3.13 -1.47  0.198
H 0.96 2.26 -3.91  0.215
H 0.46 0.72 -3.27  0.202
H 2.52 1.82 -1.56  0.191
H 3.09 1.86 -3.24  0.217
H 3.85 -0.21 -2.81  0.211
H 2.19 -0.75 -3.10  0.201
H 3.74 -0.49 -0.54  0.197
H 2.05 -0.07 -0.45  0.192
H 1.40 -2.34 -1.09  0.206
H 2.99 -2.67 -1.71  0.224
H 3.74 -2.30 0.81  0.174
H 3.10 -3.82 0.28  0.229
H 1.13 -3.74 1.39  0.244
H -0.33 -2.08 1.70  0.236
H 0.54 -1.25 0.46  0.245
H 0.30 -0.73 3.37  0.235
H 0.50 0.42 2.07  0.279
H 2.32 0.30 3.83  0.195
H 3.22 -1.62 4.24  0.441
H 3.93 -1.58 2.77  0.455
H 2.96 -3.70 3.00  0.238
H 1.50 -2.99 3.67  0.227
H -0.27 -0.99 -2.13  0.189
H -0.41 -2.87 -3.69  0.210
H -2.59 -3.50 -4.68  0.219
H -4.62 -2.21 -4.08  0.218
H -4.49 -0.33 -2.52  0.202
Br -1.94 3.60 2.20  -0.015
C -2.92 3.71 3.88  -0.448
C -1.99 3.63 5.06  -0.435
Br -1.32 1.82 5.32  -0.041
H -3.64 2.90 3.86  0.235
H -3.43 4.67 3.86  0.241
H -2.51 3.89 5.97  0.239
H -1.12 4.26 4.94  0.235

Output
Highest occupied orbital energy = -11.041 eV
Total energy = -6492.922605 a.u.
Total charge = +1
Multiplicity = 1
Kohn-Sham gap = 7.952 eV
LUMO level = -0.114 hartree

=====

Record 3
Molecular formula: C41H55F4N5OPSTi
Method: DFT, ωB97M-V with the def2-TZVPD basis set

Last column: Löwdin spin population.
Element x y z (Å)
Ti -1.02 -0.75 1.72  0.891
F -3.07 5.24 1.46  0.000
C -3.65 4.02 1.35  0.000
F -4.95 4.19 1.69  0.000
F -3.62 3.69 0.06  0.001
C -2.99 3.06 2.30  0.000
C -3.06 3.43 3.62  0.005
C -2.47 2.64 4.61  0.000
C -1.85 1.49 4.20  0.004
N -1.78 1.09 2.92  0.002
C -2.32 1.86 1.93  0.008
S -2.04 1.24 0.36  0.013
H -3.57 4.34 3.89  0.000
H -2.49 2.92 5.65  0.000
H -1.36 0.87 4.93  0.000
N -1.90 -2.28 6.89  -0.004
C -2.01 -2.67 5.57  0.000
C -1.58 -1.83 4.54  0.023
N -1.70 -2.13 3.26  0.011
C -2.26 -3.32 2.99  0.018
C -2.68 -4.15 4.02  -0.002
N -2.56 -3.84 5.30  0.021
H -1.18 -1.63 7.13  0.000
H -2.03 -3.03 7.55  0.000
H -1.09 -0.90 4.78  0.002
H -2.38 -3.62 1.96  0.001
H -3.13 -5.10 3.77  -0.001
C 0.34 -3.47 0.22  0.000
C -1.11 -3.19 -0.04  -0.001
C -2.02 -3.97 -0.70  -0.001
C -3.30 -3.35 -0.54  -0.001
C -3.12 -2.22 0.20  0.004
C -4.20 -1.30 0.71  0.007
N -1.76 -2.09 0.51  -0.004
H 0.67 -4.32 -0.37  0.000
H 0.51 -3.72 1.28  0.000
H 0.96 -2.61 -0.01  0.000
H -1.80 -4.89 -1.22  0.000
H -4.25 -3.71 -0.92  0.000
H -5.14 -1.84 0.73  0.000
H -4.32 -0.42 0.09  0.000
H -4.00 -0.95 1.72  0.004
F 5.11 2.74 1.84  -0.001
C 4.09 1.88 2.06  -0.002
C 2.83 2.39 2.31  0.000
C 1.79 1.50 2.53  -0.002
C 1.97 0.12 2.51  0.000
C 0.84 -0.82 2.80  -0.010
C 3.26 -0.34 2.26  -0.002
C 4.33 0.53 2.04  0.000
H 2.68 3.46 2.32  0.000
H 0.80 1.90 2.71  0.000
H 0.47 -0.56 3.80  0.002
H 1.19 -1.85 2.88  0.000
H 3.45 -1.42 2.25  0.000
H 5.33 0.16 1.85  0.000
O 0.52 -0.37 -0.31  0.010
P 0.78 0.00 -1.75  0.001
C -0.38 -0.94 -2.80  0.000
C -0.14 -1.06 -4.33  0.000
C -0.91 -0.04 -5.18  0.000
C -2.39 -0.01 -4.82  0.000
C -2.56 0.35 -3.34  0.000
C -1.87 -0.69 -2.46  0.000
C 0.66 1.80 -1.99  0.000
C 1.15 2.56 -0.73  0.000
C 1.65 3.97 -1.08  0.000
C 0.78 4.59 -2.17  0.000
C 0.90 3.79 -3.49  0.000
C 1.37 2.35 -3.24  0.000
C 2.44 -0.46 -2.34  0.000
C 2.64 -2.00 -2.42  0.000
C 3.48 -2.51 -1.24  0.000
C 4.90 -1.93 -1.29  0.000
C 4.90 -0.46 -1.74  0.000
C 3.54 0.20 -1.47  0.000
H -0.17 -1.93 -2.37  0.000
H -0.50 -2.05 -4.62  0.000
H 0.92 -1.04 -4.57  0.000
H -0.77 -0.28 -6.24  0.000
H -0.52 0.97 -5.03  0.000
H -2.83 -1.00 -4.99  0.000
H -2.93 0.69 -5.46  0.000
H -3.61 0.40 -3.07  0.000
H -2.15 1.35 -3.17  0.000
H -2.39 -1.64 -2.58  0.000
H -1.97 -0.44 -1.40  0.000
H -0.41 1.98 -2.10  0.000
H 1.93 2.01 -0.20  0.000
H 0.32 2.63 -0.03  0.000
H 2.69 3.94 -1.42  0.000
H 1.64 4.59 -0.18  0.000
H 1.05 5.63 -2.34  0.000
H -0.26 4.59 -1.83  0.000
H 1.59 4.28 -4.18  0.000
H -0.07 3.76 -3.99  0.000
H 2.45 2.34 -3.07  0.000
H 1.21 1.74 -4.12  0.000
H 2.51 -0.04 -3.34  0.000
H 3.16 -2.25 -3.35  0.000
H 1.69 -2.53 -2.45  0.000
H 3.51 -3.60 -1.25  0.000
H 2.99 -2.21 -0.31  0.000
H 5.51 -2.53 -1.96  0.000
H 5.35 -2.02 -0.30  0.000
H 5.11 -0.40 -2.81  0.000
H 5.69 0.10 -1.24  0.000
H 3.61 1.26 -1.67  0.000
H 3.29 0.09 -0.41  0.000

Output
Highest occupied orbital energy (alpha / beta) = -7.124 / -7.423 eV
Total energy = -3932.972244 a.u.
Multiplicity = 2
⟨S²⟩ = 0.756
Kohn-Sham gap (alpha / beta) = 7.010 / 7.069 eV
LUMO level (alpha / beta) = -0.004 / -0.013 hartree

=====

Record 4
Molecular formula: C4H4F3I
Method: DFT, ωB97M-V with the def2-TZVPD basis set

Last column: natural (NBO) charge in e.
Element x y z (Å)
C -0.28 -0.92 -0.27  -0.432
C 0.20 0.41 -0.27  -0.244
C 1.57 0.51 -0.22  -0.321
C 2.25 1.88 -0.03  0.940
F 2.83 1.91 1.15  -0.324
F 1.41 2.96 0.01  -0.343
F 3.15 2.10 -0.95  -0.309
I 2.96 -1.02 -0.02  0.178
H -1.31 -1.18 -0.74  0.229
H 0.35 -1.69 -0.53  0.214
H -0.38 1.20 -0.60  0.249
H -0.44 -0.44 1.36  0.163

Output
Highest occupied orbital energy = -8.797 eV
Total energy = -751.973614 a.u.
Multiplicity = 1
Kohn-Sham gap = 8.632 eV
LUMO level = -0.006 hartree

=====

Record 5
Molecular formula: C25H50FNO7P2
Method: DFT, ωB97M-V with the def2-TZVPD basis set

Last column: Löwdin charge in e.
Element x y z (Å)
C 5.28 2.18 1.38  0.113
C 5.62 1.16 0.85  -0.142
C 5.84 -0.02 0.00  -0.213
C 4.99 0.07 -1.30  -0.168
C 3.52 -0.27 -0.99  -0.115
C 2.91 -1.44 -1.76  -0.284
O 1.72 -1.78 -1.05  -0.088
C 0.67 -2.30 -1.85  -0.147
C -0.64 -1.92 -1.18  -0.287
C -1.76 -2.98 -1.51  -0.039
C -2.15 -3.76 -0.26  -0.447
O -1.54 -4.75 0.02  0.121
N -3.23 -3.31 0.56  -0.153
C -4.48 -3.95 0.11  -0.064
C -3.40 -1.86 0.53  -0.075
O -1.03 -0.58 -1.45  -0.190
C -1.34 -0.32 -2.81  -0.363
P -2.99 0.52 -3.09  1.000
C -3.73 0.98 -1.45  -0.416
C -4.07 2.50 -1.45  -0.164
C -4.12 -0.70 -3.92  -0.429
C -3.37 -1.36 -5.11  -0.170
C 3.80 -2.70 -1.85  -0.317
C 4.52 -2.89 -3.18  -0.025
F 4.67 -2.80 -0.78  0.004
H 5.14 3.15 1.78  0.014
H 5.48 -0.89 0.55  0.105
H 6.90 -0.19 -0.21  0.113
H 5.11 1.08 -1.68  0.112
H 5.46 -0.62 -1.99  0.084
H 3.35 -0.39 0.08  0.125
H 2.92 0.61 -1.28  0.117
H 2.69 -1.12 -2.79  0.146
H 0.73 -3.39 -1.87  0.132
H 0.72 -1.96 -2.89  0.131
H -0.47 -1.97 -0.11  0.155
H -2.61 -2.52 -2.00  0.097
H -1.34 -3.71 -2.20  0.122
H -4.64 -3.83 -0.97  0.089
H -4.48 -5.01 0.36  0.091
H -5.30 -3.46 0.63  0.085
H -4.18 -1.59 1.24  0.096
H -2.48 -1.35 0.81  0.083
H -3.70 -1.51 -0.47  0.060
H -1.27 -1.21 -3.45  0.073
H -0.60 0.39 -3.20  0.082
H -2.96 0.80 -0.70  0.041
H -4.61 0.38 -1.25  0.064
H -4.99 2.67 -0.89  0.063
H -4.19 2.84 -2.48  0.038
H -3.27 3.05 -0.97  0.059
H -4.37 -1.49 -3.20  0.050
H -5.03 -0.21 -4.25  0.068
H -4.04 -1.58 -5.94  0.067
H -2.52 -0.75 -5.43  0.054
H -2.94 -2.30 -4.76  0.059
H 3.12 -3.56 -1.77  0.141
H 3.83 -2.66 -3.99  0.083
H 5.38 -2.23 -3.29  0.072
H 4.83 -3.93 -3.31  0.081
O -0.05 4.35 2.47  -0.224
P 0.38 3.31 3.43  0.483
O 1.99 3.31 3.49  -0.189
C 2.68 4.47 3.95  -0.275
C 2.65 4.61 5.46  -0.079
O 0.07 1.89 2.69  -0.195
C -0.81 1.81 1.57  -0.282
C -0.03 1.72 0.28  -0.059
O 0.15 2.74 4.92  -0.195
C -1.18 2.36 5.33  -0.248
C -1.34 0.85 5.29  -0.067
H 2.27 5.36 3.46  0.113
H 3.71 4.36 3.61  0.104
H 1.64 4.81 5.81  0.068
H 3.29 5.43 5.78  0.078
H 2.99 3.69 5.93  0.083
H -1.50 2.65 1.56  0.106
H -1.40 0.90 1.70  0.105
H 0.66 2.56 0.18  0.086
H -0.71 1.72 -0.58  0.060
H 0.56 0.81 0.25  0.071
H -1.93 2.86 4.71  0.118
H -1.31 2.72 6.35  0.116
H -1.58 0.51 4.28  0.062
H -2.15 0.54 5.94  0.078
H -0.42 0.36 5.60  0.088

Output
Structure (SMILES) = C#CCCC[C@H](OC[C@H](CC(=O)N(C)C)OCP(CC)CC)[C@@H](C)F.CCOP(=O)(OCC)OCC
Highest occupied orbital energy = -8.108 eV
Total energy = -2346.512582 a.u.
Multiplicity = 1
Kohn-Sham gap = 8.691 eV
LUMO level = 0.021 hartree

=====

Record 6
Molecular formula: C30H85N5O15
Method: DFT, ωB97M-V with the def2-TZVPD basis set

Last column: Löwdin charge in e.
Element x y z (Å)
C 2.64 5.16 3.45  -0.047
C 3.37 5.96 2.31  -0.454
C 2.60 5.99 1.05  -0.233
O 1.94 4.75 0.90  -0.222
C 1.32 4.54 -0.37  -0.084
N 3.90 7.27 2.60  0.039
H 2.46 4.08 3.19  0.083
H 1.64 5.63 3.54  0.078
H 3.08 5.11 4.41  0.043
H 4.33 5.39 2.11  0.149
H 3.34 6.06 0.23  0.131
H 1.92 6.83 1.03  0.120
H 0.58 5.31 -0.62  0.062
H 0.71 3.62 -0.29  0.083
H 2.12 4.38 -1.14  0.101
H 4.72 7.23 3.15  0.059
H 3.22 7.87 3.04  0.077
C -4.06 4.73 -3.09  -0.062
C -3.36 4.08 -1.83  -0.391
C -3.25 5.14 -0.68  -0.178
O -1.88 5.60 -0.48  -0.218
C -1.85 6.59 0.55  -0.110
N -4.04 2.86 -1.37  0.046
H -3.58 5.67 -3.41  0.085
H -5.13 4.83 -2.85  0.085
H -3.94 4.12 -3.95  0.042
H -2.30 3.88 -2.16  0.138
H -3.69 4.63 0.19  0.111
H -3.83 6.03 -0.91  0.108
H -2.22 6.20 1.51  0.086
H -2.53 7.41 0.27  0.088
H -0.81 6.91 0.65  0.074
H -3.39 2.11 -1.56  0.037
H -4.77 2.63 -2.09  0.095
C -3.51 1.22 1.60  -0.063
C -2.19 0.60 1.76  -0.460
C -1.26 1.43 2.67  -0.196
O -2.00 1.64 3.85  -0.200
C -1.38 2.48 4.78  -0.100
N -2.27 -0.77 2.15  0.067
H -3.92 1.01 0.63  0.053
H -3.41 2.27 1.78  0.071
H -4.21 0.78 2.36  0.111
H -1.68 0.54 0.73  0.123
H -0.90 2.40 2.26  0.135
H -0.36 0.79 2.80  0.107
H -1.46 3.54 4.39  0.108
H -0.40 2.13 5.00  0.074
H -2.06 2.41 5.61  0.084
H -1.41 -1.30 1.93  0.081
H -2.57 -0.93 3.09  0.085
C 6.99 -1.58 -0.70  -0.048
C 5.72 -1.16 -1.46  -0.413
C 4.70 -2.28 -1.70  -0.220
O 3.64 -1.90 -2.48  -0.206
C 3.85 -1.55 -3.82  -0.098
N 5.12 0.01 -0.77  0.050
H 6.72 -1.98 0.30  0.093
H 7.72 -0.78 -0.82  0.080
H 7.36 -2.35 -1.34  0.068
H 6.08 -0.82 -2.48  0.144
H 4.22 -2.56 -0.78  0.124
H 5.19 -3.13 -2.14  0.126
H 4.18 -0.55 -4.01  0.073
H 2.86 -1.56 -4.23  0.075
H 4.52 -2.19 -4.42  0.106
H 4.23 0.25 -1.18  0.069
H 5.78 0.75 -0.86  0.081
C 0.85 0.20 -2.55  -0.018
C -0.42 0.10 -1.64  -0.367
C -1.67 0.12 -2.47  -0.292
O -1.71 1.28 -3.18  -0.174
C -2.33 1.06 -4.40  -0.117
N -0.42 -1.23 -0.96  0.091
H 0.95 -0.73 -3.18  0.094
H 1.76 0.13 -1.92  0.067
H 0.90 1.02 -3.18  0.048
H -0.49 0.94 -0.88  0.140
H -2.51 -0.09 -1.79  0.134
H -1.71 -0.78 -3.09  0.125
H -1.84 0.31 -5.07  0.108
H -2.29 1.96 -5.00  0.078
H -3.43 0.81 -4.25  0.116
H -1.14 -1.20 -0.26  0.044
H 0.40 -1.28 -0.45  0.020
C 1.73 -4.45 -1.98  -0.163
C 1.30 -5.27 -3.15  -0.262
O 0.67 -4.46 -4.09  -0.068
O 1.27 -4.88 -0.65  -0.098
H 1.48 -3.41 -2.11  0.103
H 2.85 -4.50 -1.87  0.120
H 0.72 -6.17 -2.94  0.121
H 2.16 -5.66 -3.64  0.106
H -0.12 -4.06 -3.67  0.056
H 0.70 -4.21 -0.24  0.045
C -2.42 -4.44 -0.43  -0.223
C -1.97 -4.83 -1.84  -0.257
O -1.71 -3.69 -2.57  -0.094
O -2.89 -5.52 0.37  -0.094
H -3.29 -3.73 -0.47  0.130
H -1.63 -3.80 0.06  0.104
H -2.83 -5.28 -2.34  0.134
H -1.13 -5.52 -1.84  0.096
H -1.35 -2.94 -1.99  0.085
H -2.19 -6.17 0.55  0.067
C 3.77 -0.54 2.89  -0.240
C 2.43 -0.24 2.28  -0.268
O 1.96 -1.16 1.35  -0.077
O 4.64 -1.10 1.93  -0.107
H 3.74 -1.26 3.72  0.130
H 4.19 0.37 3.26  0.111
H 2.64 0.66 1.68  0.128
H 1.71 -0.05 3.05  0.103
H 2.79 -1.30 0.82  0.097
H 4.80 -0.50 1.15  0.056
C -5.25 -3.20 2.34  -0.304
C -5.71 -2.64 1.02  -0.228
O -4.84 -1.63 0.49  -0.089
O -4.06 -3.83 2.26  -0.065
H -5.99 -3.81 2.78  0.104
H -5.10 -2.36 2.98  0.112
H -6.72 -2.20 1.10  0.119
H -5.81 -3.49 0.32  0.117
H -4.01 -1.58 0.97  0.022
H -4.03 -4.65 1.70  0.084
C 0.13 -5.92 2.06  -0.205
C -0.43 -4.54 2.38  -0.193
O 0.00 -3.57 1.39  -0.117
O -0.37 -6.36 0.78  -0.087
H -0.29 -6.59 2.84  0.130
H 1.21 -5.90 2.20  0.124
H -0.01 -4.32 3.35  0.118
H -1.57 -4.65 2.43  0.130
H 0.61 -2.86 1.62  0.060
H 0.16 -5.88 0.13  0.024

Output
Structure (SMILES) = COC[C@H](C)N.COC[C@H](C)N.COC[C@H](C)N.COC[C@H](C)N.COC[C@H](C)N.OCCO.OCCO.OCCO.OCCO.OCCO
Highest occupied orbital energy = -9.155 eV
Total energy = -2596.159533 a.u.
Multiplicity = 1
Kohn-Sham gap = 9.480 eV
LUMO level = 0.012 hartree

=====

Record 7
Molecular formula: C3H4O2
Method: DFT, ωB97M-V with the def2-TZVPD basis set

Last column: Löwdin spin population.
Element x y z (Å)
C 1.68 0.28 -0.31  1.332
C 0.06 0.59 -0.12  0.195
C -1.38 -0.10 -0.15  0.036
O 1.99 -0.96 -0.04  0.355
O -1.45 -1.30 -0.18  0.026
H 0.30 0.70 1.02  0.024
H -0.14 1.73 -0.47  -0.001
H -2.34 0.58 -0.02  0.011
H 1.27 -1.52 0.28  0.023

Output
Highest occupied orbital energy (alpha / beta) = -6.971 / -10.450 eV
Total energy = -266.953780 a.u.
Multiplicity = 3
⟨S²⟩ = 2.005
Kohn-Sham gap (alpha / beta) = 7.552 / 9.072 eV
LUMO level (alpha / beta) = 0.021 / -0.051 hartree

=====

Record 8
Molecular formula: C3H16N6O5
Method: DFT, ωB97M-V with the def2-TZVPD basis set

Last column: natural (NBO) charge in e.
Element x y z (Å)
C -0.02 5.57 0.08  0.775
O -0.21 6.79 -0.01  -0.637
N -0.56 4.67 0.94  -0.844
N 0.83 4.90 -0.82  -0.855
H -0.93 4.88 1.86  0.403
H -0.03 3.81 0.97  0.402
H 1.09 5.41 -1.64  0.383
H 0.38 4.07 -1.18  0.372
C 0.53 0.24 -0.61  0.779
O 0.74 1.29 0.08  -0.754
N 0.72 0.35 -1.97  -0.842
N 0.03 -0.83 -0.09  -0.841
H 0.24 -0.30 -2.57  0.396
H 1.18 1.14 -2.38  0.411
H -0.23 -0.72 0.93  0.421
H -0.36 -1.57 -0.65  0.432
C -0.13 -4.12 -1.18  0.791
O -0.66 -3.16 -1.74  -0.692
N 0.25 -5.26 -1.82  -0.836
N 0.04 -4.12 0.21  -0.872
H 0.81 -5.99 -1.42  0.394
H 0.11 -5.38 -2.82  0.409
H 0.17 -3.22 0.68  0.429
H 0.34 -4.93 0.75  0.394
O -0.71 0.84 2.48  -0.989
H -1.46 1.21 2.05  0.466
H -0.05 0.90 1.70  0.494
O -0.37 -2.30 2.67  -0.955
H -0.47 -1.44 2.88  0.485
H -1.26 -2.73 2.62  0.481

Output
Structure (SMILES) = NC(N)=O.NC(N)=O.NC(N)=O.O.O
Highest occupied orbital energy = -9.468 eV
Total energy = -828.753534 a.u.
Multiplicity = 1
Kohn-Sham gap = 9.826 eV
LUMO level = 0.013 hartree

=====

Which of these has the highest multiplicity? C3H4O2